A cluster of 2 separate species, C5H6ClF in total. Source: the Open Molecules 2025 dataset; level of theory: ωB97M-V with the def2-TZVPD basis set.

- Kohn-Sham gap (spin up / spin down): 9.0729 / 7.7272 eV
- Multiplicity: 3
- LUMO energy (spin up / spin down): 0.44 / -1.45 eV
- Highest occupied orbital energy (spin up / spin down): -8.63 / -9.18 eV
- Calculated total energy: -753.94732 hartree

Each line ends with the Löwdin charge.
Element x y z (Å)
Cl -3.93 0.70 0.06  0.537
F 1.23 -1.96 -0.67  0.013
C 0.94 -1.39 2.03  0.071
C -0.41 -0.39 -1.22  0.094
C 0.40 -0.64 1.02  -0.148
C 0.42 -0.87 -0.35  -0.376
C -3.56 -0.45 1.16  -0.507
H -1.08 0.35 -1.00  0.026
H -2.91 -1.25 0.62  -0.002
H 0.50 -1.14 3.03  0.079
H -0.41 -0.69 -2.23  0.074
H 1.58 -2.22 1.81  0.050
H -0.11 0.25 1.21  0.090


A structure of composition C27H43AuBrNPSi4Te. Source: the Open Molecules 2025 dataset; level of theory: ωB97M-V with the def2-TZVPD basis set.

- Kohn-Sham gap: 6.5158 eV
- Charge: +1
- Energy above the lowest of the compared OMol25 structures with the same formula, charge and spin: 10.0 kJ/mol
- LUMO energy: -3.89 eV
- Highest occupied orbital energy: -10.41 eV
- Calculated total energy: -5586.41840 hartree

Each line ends with the Löwdin charge.
Element x y z (Å)
Au -0.77 0.62 0.22  0.261
Te -2.84 -1.39 -0.27  0.535
Br -1.73 0.18 -2.02  0.056
P 0.21 1.04 2.28  0.922
Si -6.10 -0.30 -2.46  0.344
Si -5.21 1.53 1.01  0.339
Si -5.18 -0.45 -0.28  0.146
Si -6.01 -2.28 1.02  0.321
N 2.46 1.32 0.24  0.084
C 1.64 4.72 3.35  -0.061
C -1.84 0.51 5.77  -0.060
C 1.86 0.30 2.38  -0.315
C 2.78 0.50 1.33  -0.334
C 4.00 -0.18 1.37  -0.027
C -4.65 2.97 -0.06  -0.212
C -4.05 1.35 2.48  -0.221
C -2.28 -0.80 5.65  -0.063
C -0.74 0.34 3.64  -0.392
C 2.22 -0.50 3.47  -0.076
C 3.44 -1.15 3.50  -0.075
C -5.75 -1.89 -3.38  -0.211
C -5.43 1.18 -3.38  -0.210
C 1.55 3.35 3.12  -0.078
C -0.61 5.00 2.53  -0.063
C -7.88 -2.22 0.99  -0.209
C -7.95 -0.06 -2.22  -0.205
C -1.94 -1.55 4.53  -0.077
C 4.32 -1.00 2.44  -0.065
C -6.98 1.80 1.59  -0.208
C -1.18 -0.98 3.53  -0.125
C -1.07 1.08 4.77  -0.069
C 0.38 2.81 2.60  -0.389
C -0.70 3.64 2.29  -0.101
C -5.39 -3.91 0.32  -0.233
C 0.56 5.54 3.05  -0.062
C -5.39 -2.10 2.78  -0.216
H 0.63 6.61 3.23  0.112
H -2.28 -2.57 4.44  0.110
H -1.60 3.22 1.86  0.084
H -5.55 -3.04 3.33  0.042
H -5.92 -1.31 3.32  0.031
H -7.70 1.72 0.77  0.024
H -4.40 0.59 3.19  0.021
H -8.29 -2.54 0.03  0.027
H -2.10 1.09 6.65  0.112
H -4.67 -2.05 -3.52  0.029
H -5.45 3.31 -0.71  0.028
H -7.09 2.79 2.03  0.039
H -5.78 1.15 -4.41  0.041
H -8.39 -0.79 -1.54  0.012
H -6.14 -2.76 -2.85  0.022
H 5.28 -1.51 2.46  0.113
H -3.05 1.05 2.15  -0.025
H -6.22 -1.86 -4.37  0.040
H -8.16 0.94 -1.82  0.030
H 4.71 -0.05 0.56  0.116
H -8.27 -2.90 1.75  0.041
H -3.97 2.30 3.01  0.043
H -3.79 2.70 -0.69  0.014
H -8.27 -1.22 1.22  0.026
H -2.88 -1.24 6.44  0.112
H 3.18 1.34 -0.46  0.095
H 2.19 2.26 0.50  0.077
H -7.26 1.07 2.35  0.026
H -5.78 2.12 -2.94  0.024
H -4.34 1.22 -3.41  -0.004
H 2.38 2.70 3.37  0.112
H 1.52 -0.63 4.28  0.104
H -8.46 -0.14 -3.18  0.042
H -0.73 2.11 4.87  0.109
H 3.70 -1.77 4.35  0.109
H 2.55 5.14 3.75  0.112
H -0.92 -1.56 2.65  0.087
H -5.99 -4.74 0.72  0.041
H -1.45 5.65 2.29  0.111
H -4.35 3.82 0.56  0.030
H -5.46 -3.95 -0.77  0.019
H -4.35 -4.10 0.59  0.014
H -4.32 -1.87 2.83  -0.001


The molecule C2H6N4S. Source: the Open Molecules 2025 dataset; level of theory: ωB97M-V with the def2-TZVPD basis set.

- Kohn-Sham gap: 8.1849 eV
- Energy above the lowest of the compared OMol25 structures with the same formula, charge and spin: 518.1 kJ/mol
- LUMO energy: 0.45 eV
- Highest occupied orbital energy: -7.73 eV
- Calculated total energy: -696.82874 hartree

Each line ends with the Löwdin charge.
Element x y z (Å)
S 0.46 -1.11 -1.44  1.037
N 1.06 -0.47 -2.82  -0.366
N -0.73 0.08 -1.40  -0.474
N 0.35 0.54 -3.23  -0.162
N -0.62 0.90 -2.52  -0.034
C -1.50 0.28 -0.23  -0.107
C 1.59 -0.47 0.28  -0.165
H -1.81 1.35 -0.25  0.113
H 0.97 -0.98 0.99  -0.012
H -2.29 -0.41 -0.21  0.075
H -0.77 0.31 0.56  0.047
H 2.62 -0.66 0.23  -0.009
H 1.21 0.63 0.34  0.058


A cluster of 2 separate species, C25H22N3 in total. Source: the Open Molecules 2025 dataset; level of theory: ωB97M-V with the def2-TZVPD basis set.

- Kohn-Sham gap: 5.7571 eV
- Charge: +1
- Energy above the lowest of the compared OMol25 structures with the same formula, charge and spin: 288.5 kJ/mol
- LUMO energy: -5.28 eV
- Highest occupied orbital energy: -11.04 eV
- Calculated total energy: -1129.77770 hartree

Each line ends with the Löwdin charge.
Element x y z (Å)
N -1.15 -1.84 -4.07  0.294
N -0.55 -1.80 -3.08  -0.030
N 6.63 -2.98 -0.88  0.168
C 3.14 -3.03 -0.33  -0.015
C -3.29 0.54 -0.53  0.007
C -0.85 0.52 -1.12  -0.027
C 2.57 1.58 2.28  0.000
C 4.08 -2.65 -1.30  -0.229
C 3.63 -2.08 -2.50  -0.016
C 2.46 2.09 6.04  -0.036
C 5.49 -2.83 -1.07  -0.167
C -2.24 0.53 -1.49  -0.216
C 2.28 -1.81 -2.69  -0.026
C -0.46 0.87 0.18  -0.066
C 0.85 1.00 0.61  0.041
C 1.79 -2.74 -0.50  -0.019
C 1.21 1.34 1.96  -0.208
C 0.26 1.43 3.02  0.007
C -6.41 0.46 -2.68  -0.036
C -2.62 0.56 -2.86  -0.031
C -4.97 0.53 -2.26  -0.245
C -0.04 -1.66 -1.83  -0.134
C 2.02 1.86 4.63  -0.244
C 0.67 1.68 4.32  -0.017
C 2.97 1.83 3.59  -0.017
C -4.62 0.57 -0.91  -0.012
C 1.34 -2.06 -1.66  -0.230
C -3.95 0.55 -3.23  -0.018
H 1.94 -1.42 -3.65  0.116
H 2.98 3.05 6.15  0.098
H 4.02 2.00 3.83  0.128
H 3.17 1.31 6.36  0.098
H -0.80 1.28 2.80  0.108
H -3.05 0.56 0.54  0.109
H -0.08 0.55 -1.90  0.127
H 1.06 -3.06 0.25  0.120
H 1.65 0.91 -0.12  0.134
H -0.72 -1.81 -0.97  0.148
H 3.49 -3.55 0.57  0.130
H -0.08 1.73 5.12  0.123
H -6.66 1.29 -3.36  0.098
H 1.59 2.08 6.71  0.085
H 4.34 -1.85 -3.28  0.129
H 3.31 1.56 1.48  0.123
H -4.24 0.54 -4.29  0.130
H -1.24 1.11 0.92  0.095
H -7.06 0.49 -1.80  0.085
H -6.62 -0.47 -3.23  0.099
H -5.41 0.62 -0.15  0.125
H -1.85 0.64 -3.62  0.109


A cluster of 8 separate species, C5H25N2O8 in total. Source: the Open Molecules 2025 dataset; level of theory: ωB97M-V with the def2-TZVPD basis set.

- Kohn-Sham gap (spin up / spin down): 9.4920 / 5.5032 eV
- Charge: +2
- Multiplicity: 2
- Energy above the lowest of the compared OMol25 structures with the same formula, charge and spin: 0.0 kJ/mol
- LUMO energy (spin up / spin down): -7.03 / -10.99 eV
- Highest occupied orbital energy (spin up / spin down): -16.52 / -16.50 eV
- Calculated total energy: -916.31471 hartree

Each line ends with the Löwdin charge.
Element x y z (Å)
O -2.53 1.04 0.25  -0.121
O -0.32 -1.86 1.71  0.034
O 1.00 0.89 -3.97  0.126
O -1.64 0.27 2.66  -0.055
O -0.79 -2.50 -0.87  -0.055
O 0.53 1.20 3.91  0.032
O 0.66 -1.86 -3.01  -0.028
O -3.02 -1.08 -1.32  -0.051
N -0.76 0.37 -2.08  0.226
N 2.89 0.36 2.14  0.193
C 2.05 1.47 0.16  0.062
C 0.70 0.42 -1.68  -0.234
C 2.01 0.46 1.05  -0.054
C 1.51 0.42 -2.99  -0.217
C 1.00 1.68 -0.87  -0.079
H -3.15 1.78 0.44  0.109
H -0.96 0.98 -2.87  0.175
H -0.85 -1.16 2.07  0.002
H 3.80 0.93 2.14  0.192
H -2.25 0.18 3.40  0.113
H 0.94 -0.49 -1.15  0.121
H -1.06 -0.61 -2.27  0.129
H 1.25 -0.33 1.07  0.128
H 0.25 -2.29 -2.28  -0.021
H -0.39 -2.51 2.27  0.005
H -0.55 -2.34 0.08  0.033
H 1.32 2.46 -1.52  0.126
H 0.83 -2.54 -3.68  0.104
H 0.62 1.93 4.45  0.048
H -3.93 -1.49 -1.44  0.134
H 0.06 2.09 -0.37  0.175
H -1.68 -2.23 -0.99  -0.016
H -0.85 0.71 3.07  0.044
H 2.51 0.00 -2.97  0.149
H -2.14 0.73 1.18  0.067
H 2.87 2.21 0.25  0.163
H -1.36 0.70 -1.28  0.115
H 3.09 -0.58 2.43  0.142
H 1.36 1.02 3.50  0.015
H -3.04 -0.43 -0.64  -0.029


A structure of composition C8H19ClGaO5. Source: the Open Molecules 2025 dataset; level of theory: ωB97M-V with the def2-TZVPD basis set.

- Kohn-Sham gap: 6.3692 eV
- Charge: -1
- LUMO energy: 2.02 eV
- Highest occupied orbital energy: -4.35 eV
- Calculated total energy: -3077.49016 hartree

Each line ends with the Löwdin charge.
Element x y z (Å)
Ga 1.33 5.37 1.93  -0.047
Cl 0.20 7.37 1.95  -0.161
O 3.12 5.91 2.15  -0.437
O -1.29 4.00 -0.25  0.094
O 0.78 -4.20 -0.31  -0.001
O -0.08 -2.28 -0.90  0.106
O -0.89 1.87 -0.56  -0.006
C -1.41 3.06 -0.97  -0.529
C 0.01 -2.62 1.44  0.021
C 0.26 -5.93 1.35  -0.066
C 0.24 -3.00 0.00  -0.506
C -2.06 3.16 -2.33  0.006
C -1.10 0.64 -1.27  -0.249
C -0.11 0.46 -2.41  -0.069
C 1.33 -5.07 0.69  -0.240
H 0.90 0.54 -2.03  0.086
H 0.65 -3.11 2.16  0.069
H -0.24 -0.51 -2.87  0.068
H 0.13 -1.54 1.52  0.096
H -1.03 -2.86 1.68  0.099
H 0.73 -6.62 2.05  0.080
H -0.26 1.24 -3.16  0.064
H -2.13 0.55 -1.61  0.112
H -0.46 -5.32 1.90  0.068
H 0.86 4.56 3.23  -0.124
H -0.28 -6.50 0.60  0.082
H -0.93 -0.12 -0.52  0.090
H 1.24 4.67 0.52  -0.108
H 3.15 6.81 2.46  -0.069
H 2.03 -5.70 0.14  0.121
H -2.46 2.23 -2.72  0.060
H -1.30 3.53 -3.03  0.092
H 1.90 -4.51 1.42  0.112
H -2.84 3.91 -2.26  0.085


The lowest calculated total energy belongs to which entry?
C27H43AuBrNPSi4Te


Look up the calculated total energy of the fourth one.
-1129.77770 hartree


Number 1 is which compound?
C5H6ClF